[1]
{"formula": "C4H4LiO5", "method": "ωB97M-V/def2-TZVPD", "species": ["O", "C", "O", "O", "C", "H", "C", "H", "H", "H", "C", "O", "O", "Li"], "xyz": [[1.389091, -1.798197, 1.046667], [0.529270, -0.957207, 1.326834], [-0.185974, -0.849665, 2.338607], [0.131379, -0.009566, 0.305070], [0.977228, 0.307390, -0.874223], [1.975122, -0.107319, -0.651273], [0.424021, -0.433238, -2.079133], [0.351133, -1.532496, -1.939827], [-0.576601, -0.069098, -2.368318], [1.082301, -0.250427, -2.945111], [-2.132111, 1.195790, 1.765961], [-1.376034, 2.029791, 1.427054], [-2.927004, 0.596078, 2.363508], [0.338179, 1.878165, 0.284185]], "forces_ev_per_angstrom": [[0.14, 0.70, -0.13], [-0.45, -1.10, -0.54], [-0.16, 0.71, 0.23], [0.39, 0.39, 0.19], [0.25, -0.09, 0.26], [-0.28, 0.11, -0.06], [-0.10, 0.00, -0.28], [0.06, 0.32, 0.06], [0.20, -0.11, 0.08], [-0.13, -0.04, 0.18], [0.41, 0.63, 2.17], [-0.52, -0.51, -0.68], [0.33, -0.07, -1.37], [-0.12, -0.94, -0.13]], "lowdin_charge": [-0.025, -0.782, -0.049, -0.291, -0.371, 0.037, -0.208, 0.060, 0.041, 0.047, -0.389, 0.098, 0.218, 0.615], "gap_ev": 5.18, "max_force_ev_per_a": 2.30, "e_homo_ev": -2.74, "charge": -1, "total_energy_ha": -538.62731}

=====

[2]
{"formula": "H24O16S", "method": "ωB97M-V/def2-TZVPD", "species": ["S", "O", "O", "O", "O", "O", "H", "H", "O", "H", "H", "O", "H", "H", "O", "H", "H", "O", "H", "H", "O", "H", "H", "O", "H", "H", "O", "H", "H", "O", "H", "H", "O", "H", "H", "O", "H", "H", "O", "H", "H"], "xyz": [[-19.563947, 18.244345, 13.321319], [-18.754292, 19.057936, 12.401786], [-20.925326, 18.653940, 13.371328], [-19.650463, 16.859623, 12.882506], [-19.048540, 18.226621, 14.641238], [-16.506889, 17.983470, 15.649663], [-17.272708, 17.768503, 15.142538], [-16.200456, 18.982164, 15.713487], [-16.654422, 15.533972, 12.641451], [-15.871540, 15.980265, 12.812568], [-17.443061, 16.193989, 12.803916], [-20.071559, 16.941043, 16.724321], [-19.767516, 17.347723, 15.906288], [-21.001671, 17.375345, 16.862124], [-17.524018, 21.074102, 13.507931], [-16.960019, 20.771107, 14.200667], [-17.936538, 20.274397, 13.111760], [-16.866776, 18.514246, 10.940072], [-17.600325, 18.909036, 11.461301], [-16.315952, 18.193080, 11.610645], [-22.231093, 20.751292, 11.927023], [-22.241199, 20.274171, 11.281137], [-21.794190, 20.260152, 12.624422], [-23.190554, 17.492875, 13.947007], [-22.887722, 16.771826, 13.272884], [-22.290687, 17.923471, 13.930830], [-21.559680, 20.550507, 15.346047], [-20.804074, 20.438230, 15.818287], [-21.558048, 19.875733, 14.701282], [-19.578802, 20.579488, 10.623595], [-19.280653, 20.088074, 11.278813], [-20.370917, 20.761712, 11.127052], [-18.717994, 20.104734, 16.662302], [-17.929113, 19.816804, 16.928589], [-18.662507, 19.392957, 16.000788], [-19.835294, 15.919572, 10.469714], [-19.705095, 16.086030, 11.385577], [-18.856304, 15.743794, 10.161290], [-19.387501, 14.562837, 13.921978], [-19.257613, 15.587004, 13.614711], [-20.080766, 14.565673, 14.706310]], "forces_ev_per_angstrom": [[-0.48, -1.74, -2.19], [-0.59, -0.18, 1.44], [-2.96, 2.76, -0.36], [1.36, -1.28, -0.99], [2.60, 0.69, 3.38], [3.38, 2.57, 1.85], [-1.36, 0.87, -0.88], [-1.77, -3.35, -0.92], [-4.33, 0.26, -0.19], [2.05, 1.55, 0.61], [2.29, -1.81, -0.52], [-3.09, 0.76, 1.21], [0.17, 0.16, -0.40], [2.69, -1.22, -0.46], [-0.24, 0.54, -0.67], [0.40, -0.35, 0.68], [0.15, 0.43, 0.29], [-0.53, 0.80, -1.72], [0.39, -0.53, -0.67], [1.40, -0.84, 1.37], [0.03, 9.05, 11.26], [-0.35, -8.79, -11.68], [0.12, -0.36, 0.34], [1.77, -1.99, -1.95], [-1.28, 1.56, 1.71], [-0.96, 0.07, 0.28], [-3.72, 1.90, -0.68], [3.63, -0.44, 2.17], [0.17, -1.29, -1.21], [-2.68, 3.91, -4.68], [3.47, -4.12, 4.12], [-1.16, 1.16, -0.52], [-3.78, 0.84, -2.03], [5.43, -0.81, 3.37], [-1.83, 0.11, -1.16], [2.88, -1.30, -3.15], [-0.06, 0.57, 1.62], [-2.97, 0.61, 0.84], [-1.46, 1.69, 1.85], [-1.09, -2.92, 1.14], [2.28, 0.47, -2.54]], "lowdin_charge": [0.345, -0.347, -0.326, -0.340, -0.330, -0.093, -0.028, 0.097, -0.066, -0.028, 0.069, -0.114, -0.048, 0.090, -0.062, -0.015, -0.020, -0.061, -0.037, -0.028, 0.066, -0.122, 0.020, -0.149, 0.079, -0.026, 0.006, -0.054, -0.035, -0.003, -0.129, 0.002, -0.014, -0.061, -0.001, -0.112, -0.072, 0.089, -0.216, 0.008, 0.065], "gap_ev": 9.27, "max_force_ev_per_a": 14.62, "e_homo_ev": -4.45, "charge": -2, "total_energy_ha": -1616.43686}

=====

[3]
{"formula": "C3H9NS", "method": "ωB97M-V/def2-TZVPD", "species": ["C", "S", "H", "H", "H", "C", "C", "N", "H", "H", "H", "H", "H", "H"], "xyz": [[1.958521, -0.019579, -1.243360], [2.072559, -0.150675, 0.546072], [2.954675, -0.307733, -1.589292], [1.783201, 1.001729, -1.595111], [1.287113, -0.728147, -1.737706], [-2.040904, 0.028634, 0.354033], [0.308965, 0.224409, 0.931657], [-0.690534, -0.358588, 0.047171], [-2.132832, 1.118083, 0.490332], [-2.738525, -0.122980, -0.470167], [-2.518082, -0.522361, 1.185313], [0.065646, -0.116965, 1.947681], [0.232041, 1.307675, 0.942509], [-0.541838, -1.353503, 0.190870]], "forces_ev_per_angstrom": [[0.79, -0.11, -0.66], [-1.28, -0.38, -0.13], [0.06, 0.16, 0.01], [-0.18, -0.18, 0.17], [-0.18, 0.27, 0.48], [-1.20, 0.36, 0.07], [-0.31, 0.35, 0.63], [1.24, -0.37, -0.35], [0.36, -0.36, 0.42], [0.32, -0.38, -0.42], [0.38, 0.42, 0.19], [0.71, 0.15, 0.21], [-0.25, 0.16, -0.19], [-0.49, -0.08, -0.44]], "lowdin_charge": [-0.455, 0.783, 0.020, 0.039, 0.032, -0.155, -0.556, -0.186, 0.085, 0.068, 0.080, 0.075, 0.067, 0.103], "gap_ev": 9.67, "max_force_ev_per_a": 1.34, "e_homo_ev": -8.63, "smiles": "CNCSC", "total_energy_ha": -572.61239}